Here is C26H21BCl2F2NORe as an isolated structure at a distorted geometry from the Open Molecules 2025 dataset. Energies are from ωB97M-V/def2-TZVPD.

Charge: +1
⟨S²⟩: 1.049
Multiplicity: 2
Total energy (Eh): -2356.46244
Energy above the lowest of the compared OMol25 structures with the same formula, charge and spin (kcal/mol): 46.51
M (Da): 669.38
HOMO (alpha / beta) (eV): -11.02 / -10.88

Last column: Löwdin charge in e.
CARTESIAN COORDINATES (ANGSTROEM)
Re: -0.154956 -0.104128 -0.628411  1.53
C: -2.871563 -1.679764 0.649507  -0.03
C: -1.491405 -1.419540 1.196130  -0.35
C: -0.377732 -2.159945 0.746587  -0.13
C: 0.835362 -2.161452 1.476660  -0.28
C: 1.980570 -3.033331 1.044358  -0.02
C: 0.933346 -1.363517 2.593450  -0.01
C: -0.125457 -0.548609 3.013738  -0.24
C: 0.028636 0.342721 4.213514  -0.02
C: -1.319186 -0.588582 2.315687  -0.03
H: -3.359278 -2.421620 1.285885  0.10
H: -2.840284 -2.069648 -0.364638  0.07
H: -3.489895 -0.781182 0.658751  0.09
H: -0.522838 -2.907466 -0.026943  0.12
H: 1.993831 -3.951470 1.635289  0.10
H: 2.936328 -2.531647 1.195107  0.09
H: 1.897043 -3.319151 -0.004216  0.08
H: 1.868042 -1.336775 3.142743  0.13
H: -0.287703 -0.179391 5.118955  0.10
H: -0.581160 1.239938 4.116305  0.09
H: 1.067609 0.641078 4.348245  0.08
H: -2.159269 0.003247 2.664133  0.14
Cl: 4.013558 1.112194 1.830939  0.76
C: 3.506067 1.689342 0.291550  -0.56
C: 4.338865 2.567657 -0.438043  -0.09
C: 3.954496 3.047912 -1.653676  -0.59
Cl: 4.987714 4.121296 -2.522965  0.75
C: 2.709407 2.662105 -2.218151  -0.15
C: 2.196609 3.083607 -3.460071  0.02
C: 0.977456 2.621353 -3.880708  -0.01
C: 0.258469 1.724364 -3.085095  -0.07
N: 0.717256 1.302738 -1.915418  -0.04
C: 1.922738 1.782208 -1.467314  -0.13
C: 2.294609 1.308565 -0.201764  -0.33
O: 1.420341 0.477334 0.409433  -0.21
H: 5.291333 2.858752 -0.017418  0.12
H: 2.768569 3.769112 -4.070683  0.11
H: 0.557047 2.934981 -4.825296  0.12
H: -0.696973 1.326790 -3.396761  0.12
F: -1.345333 2.180027 0.831618  0.18
B: -1.623892 1.348618 -0.174115  -0.72
F: -2.768004 1.518230 -0.812617  0.20
C: -1.167002 -0.975531 -2.081188  -0.17
C: -1.505152 -1.598186 -3.087096  -0.02
C: -1.982128 -2.296963 -4.234027  -0.25
C: -3.006597 -1.754530 -5.014569  -0.02
C: -3.461258 -2.445315 -6.123479  -0.06
C: -2.891848 -3.664842 -6.467459  -0.06
C: -1.869341 -4.204797 -5.696401  -0.06
C: -1.416119 -3.530235 -4.576986  -0.02
H: -3.443808 -0.803649 -4.738144  0.12
H: -4.260390 -2.031414 -6.723821  0.11
H: -3.247205 -4.197558 -7.339949  0.11
H: -1.430845 -5.156269 -5.965830  0.11
H: -0.626915 -3.944114 -3.962987  0.12

Force components x, y, z for each atom (eV/Å):
-0.47 -0.05 0.92
-0.01 0.04 0.03
0.07 0.10 -0.16
-0.03 0.12 -0.16
0.09 -0.08 0.13
-0.04 0.00 0.00
0.11 -0.07 -0.03
-0.17 0.08 0.03
0.01 -0.03 -0.03
0.01 0.00 0.29
0.00 0.02 0.01
0.00 -0.02 0.01
0.02 -0.02 0.00
0.00 0.03 -0.04
0.01 0.00 -0.01
-0.01 0.01 0.00
0.00 0.01 0.00
-0.02 0.00 0.00
0.01 -0.01 -0.01
0.00 -0.01 0.00
-0.01 0.00 0.00
0.01 0.00 -0.03
0.03 0.02 -0.05
0.23 0.06 0.37
0.06 -0.01 0.10
0.01 0.02 -0.04
-0.03 -0.02 0.02
-0.02 0.07 -0.09
0.03 0.02 -0.04
-0.01 0.01 -0.03
0.07 -0.06 0.06
0.07 0.28 -0.21
-0.37 -0.05 -0.24
-0.28 -0.30 0.15
-0.09 -0.09 -0.90
-0.02 -0.02 0.02
0.00 0.00 0.02
0.01 -0.01 0.01
-0.01 0.01 -0.01
-0.12 -0.04 -0.16
0.34 0.10 0.20
0.00 -0.05 -0.01
0.74 -0.11 -0.08
-0.36 -0.01 -0.16
0.20 -0.01 0.15
-0.05 0.08 -0.04
-0.02 0.01 0.00
0.02 0.00 0.01
0.01 0.01 0.02
-0.03 -0.05 -0.01
0.01 -0.02 -0.01
0.01 0.00 0.01
0.00 0.01 0.02
0.00 0.01 0.00
-0.01 0.00 -0.02

=====

Here is C26H21BCl2F2NORe as an isolated structure at a distorted geometry from the Open Molecules 2025 dataset. Energies are from ωB97M-V/def2-TZVPD.

Charge: +1
⟨S²⟩: 3.806
Multiplicity: 4
Total energy (Eh): -2356.46882
Energy above the lowest of the compared OMol25 structures with the same formula, charge and spin (kcal/mol): 15.37
M (Da): 669.38
HOMO (alpha / beta) (eV): -10.10 / -10.10

Last column: Löwdin charge in e.
CARTESIAN COORDINATES (ANGSTROEM)
Re: 0.519520 0.481211 0.433540  1.35
C: 1.882797 -0.436570 3.466030  -0.05
C: 0.597108 -0.000503 2.817504  -0.36
C: -0.480487 -0.865891 2.679353  -0.02
C: -1.779330 -0.436169 2.308883  -0.27
C: -2.948374 -1.370750 2.438091  -0.03
C: -1.937410 0.878823 1.905546  -0.01
C: -0.857747 1.791254 1.876662  -0.36
C: -1.069482 3.232067 1.499889  -0.04
C: 0.401311 1.361875 2.399211  -0.20
H: 1.795477 -0.402043 4.553809  0.09
H: 2.709635 0.213499 3.181754  0.08
H: 2.135838 -1.459992 3.188389  0.08
H: -0.336902 -1.907892 2.948317  0.14
H: -3.379599 -1.283738 3.437542  0.10
H: -2.650133 -2.409156 2.300010  0.09
H: -3.737402 -1.139171 1.723999  0.08
H: -2.911656 1.226202 1.579331  0.14
H: -1.434832 3.800615 2.357900  0.10
H: -1.801887 3.318256 0.698404  0.09
H: -0.141452 3.688031 1.158301  0.08
H: 1.188091 2.088134 2.573546  0.13
Cl: -2.433357 -2.309175 -3.347433  0.88
C: -0.782439 -2.505840 -2.896416  -0.52
C: 0.018597 -3.409235 -3.619796  -0.08
C: 1.327933 -3.562275 -3.283573  -0.58
Cl: 2.297533 -4.689324 -4.156773  0.77
C: 1.906451 -2.804195 -2.227999  -0.14
C: 3.266232 -2.897872 -1.864685  0.01
C: 3.753124 -2.116383 -0.858239  -0.01
C: 2.884590 -1.228629 -0.214126  -0.09
N: 1.603741 -1.111791 -0.518522  -0.04
C: 1.089804 -1.900481 -1.516815  -0.11
C: -0.282539 -1.790602 -1.844467  -0.21
O: -1.058188 -0.919199 -1.133570  0.10
H: -0.418165 -3.974668 -4.429970  0.12
H: 3.905751 -3.590050 -2.393909  0.10
H: 4.788829 -2.155721 -0.555407  0.12
H: 3.244195 -0.576768 0.571378  0.11
F: -3.211250 -0.278477 -0.583644  0.30
B: -2.346278 -1.251605 -0.738685  -0.95
F: -2.618735 -2.482129 -0.352263  0.28
C: 0.883267 1.639321 -1.124988  -0.18
C: 1.096898 2.376357 -2.078666  -0.08
C: 1.325419 3.245043 -3.190086  -0.26
C: 0.643178 4.462248 -3.275259  -0.03
C: 0.863558 5.306750 -4.349535  -0.07
C: 1.760463 4.946329 -5.346329  -0.07
C: 2.440701 3.738457 -5.267787  -0.07
C: 2.227887 2.889460 -4.195451  -0.04
H: -0.055164 4.735876 -2.495721  0.11
H: 0.333789 6.248018 -4.409553  0.11
H: 1.930160 5.607957 -6.185367  0.11
H: 3.140697 3.458730 -6.043766  0.11
H: 2.758613 1.949077 -4.127084  0.11

Force components x, y, z for each atom (eV/Å):
-0.50 -0.58 0.78
0.01 0.01 0.04
0.29 0.19 -0.06
0.09 -0.05 -0.19
0.03 0.10 -0.02
-0.04 -0.04 0.00
-0.02 -0.05 -0.07
0.13 0.04 -0.23
-0.06 0.03 0.05
0.13 0.21 -0.04
-0.02 0.01 0.00
0.00 0.00 0.00
-0.01 0.00 0.01
-0.01 0.00 -0.01
0.02 0.00 0.01
0.00 0.01 0.00
0.01 0.02 0.05
0.01 -0.01 0.03
0.00 -0.01 0.00
0.00 -0.01 0.00
0.00 -0.01 0.01
-0.06 0.04 0.08
0.01 0.05 -0.03
-0.01 -0.09 -0.04
-0.01 0.03 0.02
0.02 -0.02 0.02
-0.01 0.02 0.00
0.02 -0.01 -0.04
-0.01 -0.03 -0.02
-0.03 0.04 0.03
0.00 -0.02 0.00
-0.07 -0.05 -0.19
-0.02 0.06 0.03
0.07 -0.03 0.01
-0.19 0.13 -0.13
0.01 0.00 -0.01
0.01 0.01 0.00
0.00 -0.01 -0.01
0.01 -0.01 0.01
-0.12 -0.01 -0.10
0.36 -0.03 0.08
-0.12 -0.05 -0.04
0.07 0.15 -0.05
0.05 -0.03 0.00
-0.04 0.00 0.06
0.01 0.01 -0.04
0.00 -0.01 0.02
0.00 0.01 -0.02
0.00 -0.01 0.01
0.02 0.02 -0.03
0.00 -0.01 0.00
0.00 0.00 -0.01
0.00 0.00 0.00
0.00 0.00 0.00
-0.01 0.00 0.01

=====

Here is a 2-piece molecular cluster, C26H21F2NO6 overall at a distorted geometry from the Open Molecules 2025 dataset. Energies are from ωB97M-V/def2-TZVPD.

Total energy (Eh): -1709.12611
M (Da): 481.45
HOMO (eV): -6.59

Last column: Löwdin charge in e.
CARTESIAN COORDINATES (ANGSTROEM)
C: -1.541773 -1.974149 2.591342  0.02
C: -2.730324 -2.018258 1.634590  -0.53
C: -4.061819 -1.773612 2.364717  0.01
O: -2.608411 -0.991565 0.628659  0.05
C: -1.604990 -1.168228 -0.303194  -0.47
O: -1.133068 -0.192483 -0.867423  0.03
C: -1.199853 -2.513809 -0.558903  -0.11
C: -0.080592 -2.776046 -1.478730  -0.11
C: 1.252940 -2.620661 -0.765101  -0.16
C: 1.834939 -3.720183 -0.115535  0.00
C: 3.051460 -3.584456 0.538601  0.02
C: 3.675154 -2.320836 0.561551  -0.17
N: 4.938025 -2.165197 1.209187  -0.33
O: 5.480273 -1.033382 1.218282  0.02
O: 5.467636 -3.165374 1.746857  0.05
C: 3.066022 -1.197705 -0.034504  0.00
C: 1.846644 -1.352727 -0.676727  -0.02
C: -1.835747 -3.621887 0.107677  -0.45
O: -1.542426 -4.787513 -0.090292  0.07
O: -2.836680 -3.308242 1.007856  0.06
H: -0.600752 -2.151857 2.053137  0.09
H: -1.507813 -0.990554 3.077866  0.09
H: -1.675085 -2.744697 3.361876  0.10
H: -4.892934 -1.813845 1.655593  0.09
H: -4.215264 -2.540292 3.128868  0.09
H: -4.055037 -0.792967 2.847092  0.09
H: -0.188192 -3.811019 -1.829679  0.12
H: -0.149423 -2.042760 -2.295742  0.12
H: 1.306738 -4.676570 -0.116036  0.13
H: 3.532485 -4.425419 1.030785  0.12
H: 3.557277 -0.231238 0.023005  0.09
H: 1.326352 -0.492417 -1.100944  0.09
F: -4.063250 4.264143 -0.999888  0.05
C: -3.086101 3.682237 -1.773664  -0.21
C: -3.385044 3.380759 -3.100908  0.05
C: -2.367678 2.808790 -3.881850  -0.04
C: -1.118919 2.556332 -3.347410  0.01
C: -0.811821 2.873010 -1.987447  -0.17
C: 0.514920 2.611346 -1.567424  0.12
C: 1.144527 2.804779 -0.312254  -0.16
C: 2.524037 2.435695 -0.227203  -0.01
C: 3.248900 2.615948 0.937100  -0.04
C: 2.648298 3.163704 2.081771  0.05
C: 1.298803 3.501599 2.003791  -0.21
F: 0.693772 4.040468 3.116128  0.05
C: 0.529982 3.337257 0.862357  0.10
C: -1.850532 3.445447 -1.191221  0.10
H: -4.370569 3.590136 -3.508775  0.13
H: -2.563805 2.562470 -4.923543  0.12
H: -0.329702 2.104426 -3.951987  0.13
H: 1.173397 2.225481 -2.352054  0.14
H: 2.997065 2.014119 -1.117625  0.13
H: 4.298596 2.327339 0.962892  0.12
H: 3.208788 3.322606 2.999652  0.14
H: -0.514259 3.624270 0.876691  0.10
H: -1.695173 3.707612 -0.151846  0.10

Force components x, y, z for each atom (eV/Å):
0.01 -0.02 0.04
-0.44 -0.09 -0.50
0.35 -0.09 -0.33
-0.01 0.07 0.45
0.25 -2.13 0.09
0.02 1.40 -0.32
-1.27 0.71 1.34
0.51 -0.10 -0.33
-0.43 -0.01 -0.01
0.10 0.22 -0.04
0.25 0.55 0.04
-1.32 -0.09 -0.69
2.52 0.05 1.34
-1.01 -1.82 -0.06
-1.06 1.85 -1.03
0.14 -0.51 0.28
0.34 -0.19 0.08
0.74 0.47 -0.49
-0.44 -0.01 0.29
0.10 0.33 0.38
-0.25 0.05 0.18
0.03 -0.22 -0.14
0.08 0.17 -0.22
0.19 -0.01 0.04
0.10 0.06 -0.14
0.08 -0.09 -0.09
0.14 0.34 -0.18
0.20 -0.36 -0.02
0.20 0.28 -0.08
-0.10 0.21 -0.10
-0.04 -0.24 0.04
0.13 -0.30 0.03
0.96 -0.62 -0.78
-0.29 0.40 0.89
0.73 -0.23 -0.01
-0.35 0.08 -0.02
0.33 0.02 0.51
-0.64 0.11 -0.42
-0.39 -0.04 0.18
0.61 0.00 0.79
-0.54 0.19 -0.24
0.07 0.06 0.29
-0.08 -0.22 -0.67
-0.79 0.40 0.48
0.63 -0.57 -1.12
0.52 -0.11 -0.03
-0.15 -0.13 -0.52
0.19 -0.03 0.14
0.00 0.04 0.26
-0.33 0.14 0.10
-0.23 0.00 0.26
-0.08 0.12 0.33
-0.26 0.05 0.05
-0.17 -0.04 -0.17
0.60 -0.10 0.39
-0.46 -0.04 -0.55

=====

Here is C26H21F3MnO7P2 as an isolated structure at a distorted geometry from the Open Molecules 2025 dataset. Energies are from ωB97M-V/def2-TZVPD.

Charge: +2
⟨S²⟩: 1.110
Multiplicity: 2
Total energy (Eh): -3662.95724
M (Da): 619.33
HOMO (alpha / beta) (eV): -14.09 / -14.09

Last column: Löwdin charge in e.
CARTESIAN COORDINATES (ANGSTROEM)
Mn: 0.135976 0.015166 0.045551  0.81
C: -2.204852 -2.081155 2.023125  0.00
C: -1.363221 -0.846259 1.908170  -0.25
C: -0.030962 -0.839560 2.376673  -0.03
C: 0.723584 0.330970 2.389311  -0.05
C: 0.163523 1.538950 1.930560  -0.05
C: -1.155242 1.553481 1.477633  -0.04
C: -1.906888 0.367707 1.457497  -0.02
H: -1.898300 -2.847473 1.308599  0.10
H: -3.255564 -1.856640 1.852664  0.09
H: -2.098703 -2.506400 3.021237  0.11
H: 0.382568 -1.744521 2.803490  0.14
H: 1.721353 0.323130 2.807456  0.14
H: 0.725676 2.459059 2.014508  0.14
H: -1.624982 2.487152 1.196107  0.14
H: -2.953576 0.406981 1.185353  0.13
O: 3.545094 -1.145128 -1.707342  0.04
P: 2.140376 -0.570826 -1.505979  0.43
O: 2.006372 0.566743 -0.569183  -0.18
O: 1.141444 -1.716093 -0.840256  -0.14
O: 1.494131 -0.384723 -2.916007  -0.15
P: -0.060178 -0.013036 -3.294682  0.44
O: -0.712840 -1.435568 -3.324279  -0.04
O: -0.204454 0.883840 -4.406937  -0.12
O: -0.519060 0.547834 -1.830428  -0.24
H: 3.822070 -1.503782 -2.568056  0.16
H: -1.100132 -1.697565 -4.177198  0.14
C: -5.577598 0.380846 -1.309758  -0.04
C: -4.578533 -0.611365 -1.373307  -0.05
C: -3.264724 -0.265813 -1.539581  -0.05
C: -2.897018 1.096160 -1.660268  -0.12
C: -1.569292 1.543141 -1.830084  -0.24
C: -1.222443 2.852847 -1.961963  0.01
C: -2.230308 3.831920 -1.915002  -0.03
C: -3.534870 3.460990 -1.737814  0.01
C: -3.899886 2.099993 -1.602639  -0.14
C: -5.245432 1.702126 -1.418252  0.00
H: -6.610526 0.087723 -1.180759  0.12
H: -4.861746 -1.653824 -1.304830  0.12
H: -2.503917 -1.035939 -1.592295  0.10
H: -0.185268 3.127792 -2.113204  0.14
H: -1.958439 4.871752 -2.028051  0.12
H: -4.313248 4.213025 -1.708228  0.13
H: -6.009080 2.467834 -1.367215  0.13
F: 4.850630 -7.833891 4.255855  0.16
C: 4.912480 -6.559111 4.667863  -0.59
F: 4.328789 -6.495435 5.874431  0.16
F: 6.199671 -6.232457 4.813184  0.16
C: 4.207177 -5.651143 3.688418  -0.09
C: 2.852913 -5.855469 3.456861  0.01
C: 2.180027 -5.052112 2.556603  -0.01
C: 2.868937 -4.039375 1.887704  -0.23
C: 4.229508 -3.832939 2.133967  0.00
C: 4.897610 -4.641494 3.035475  0.02
C: 2.224652 -3.204883 0.920665  0.06
C: 1.699850 -2.512428 0.097983  -0.10
H: 2.330407 -6.646294 3.978570  0.14
H: 1.126510 -5.210341 2.367940  0.12
H: 4.754149 -3.037844 1.621047  0.12
H: 5.950018 -4.491504 3.229682  0.13

Force components x, y, z for each atom (eV/Å):
-0.55 0.72 1.71
0.00 -0.07 -0.13
0.05 0.12 -0.08
0.00 0.08 -0.11
-0.05 -0.08 -0.16
-0.04 -0.06 -0.10
0.07 -0.06 -0.03
0.17 -0.08 -0.01
0.03 0.01 0.01
0.01 0.00 -0.02
-0.01 0.00 0.00
0.08 -0.05 -0.16
0.06 -0.02 -0.13
0.06 -0.02 -0.19
0.05 -0.01 -0.15
0.05 -0.04 -0.21
-0.01 0.09 0.00
0.34 -0.39 -0.50
-0.18 -0.03 0.14
0.22 0.08 -0.04
-0.18 0.05 0.24
0.02 -0.29 -0.06
0.02 0.06 -0.10
0.03 0.11 -0.04
0.03 -0.19 -0.07
-0.02 0.01 0.08
0.04 0.05 0.07
-0.06 0.11 0.01
0.11 -0.02 -0.03
-0.01 -0.09 0.05
0.06 -0.12 -0.02
-0.48 0.54 0.06
0.36 -0.33 0.01
-0.17 0.03 0.02
0.08 0.11 0.00
0.13 -0.07 -0.02
-0.07 -0.07 0.03
0.00 0.02 0.00
0.02 0.00 0.02
-0.06 -0.02 -0.02
-0.02 0.02 -0.01
-0.02 0.00 -0.01
0.00 -0.01 0.01
-0.01 -0.01 -0.03
0.01 0.05 0.04
-0.01 -0.04 0.00
0.02 -0.01 -0.02
-0.03 -0.02 0.01
0.03 0.05 -0.02
0.01 0.00 0.02
-0.08 0.04 -0.05
0.39 -0.04 0.14
-0.13 0.02 0.01
-0.01 -0.05 0.04
-0.27 0.08 -0.20
-0.07 -0.08 0.04
0.00 0.00 -0.01
0.01 -0.02 -0.03
0.02 -0.03 -0.02
0.00 0.00 0.00